Molecular formula: C4H8N2O
Method: DFT, the ωB97M-V functional and the def2-TZVPD basis

```
! wB97M-V def2-TZVPD RIJCOSX def2/J DEFGRID3
* xyz 0 1
O -1.85235 -0.58458 1.28810
N 0.23723 -1.39756 1.64494
N 1.25569 -0.14121 -0.56676
C -0.21944 -0.70403 -1.55030
C -0.68176 -0.67169 0.96103
C -0.18419 0.05789 -0.28289
C -0.57285 1.52437 -0.23950
H 1.20722 -1.41125 1.37911
H -0.16297 2.04046 0.63580
H -0.20591 0.05865 -2.35305
H -1.66248 1.57986 -0.18563
H -0.24002 2.03534 -1.15076
H -0.07428 -1.93418 2.43938
H 1.69699 0.61887 -1.07066
H 1.45912 -1.07096 -0.94882
*
```

Properties
Energy in eV: -9302.39224
Kohn-Sham gap in eV: 9.32
Energy relative to the best compared isomer or geometry (same formula, charge and spin) in kJ/mol: 386.0
F_max in hartree/bohr: 0.0081

Molecular formula: C4H8N2O
Method: DFT, the ωB97M-V functional and the def2-TZVPD basis

```
! wB97M-V def2-TZVPD RIJCOSX def2/J DEFGRID3
* xyz 0 1
O -1.62432 -2.14577 0.97710
N -1.43774 -0.08319 0.00447
N 0.49608 -1.36592 0.37772
C 1.22715 -0.14980 0.67990
C -0.83233 -1.31603 0.58812
C -0.65966 0.78080 -0.62844
C 0.57195 1.15852 0.10745
H 0.26069 1.80355 0.93562
H 2.22699 -0.26120 0.25382
H 1.24358 1.73226 -0.53249
H 0.22686 -0.32060 -1.67985
H -2.37796 -0.24942 -0.33499
H -1.09131 1.41211 -1.39761
H 0.42737 -0.95572 -1.11203
H 1.34268 -0.03958 1.76121
*
```

Properties
Energy in eV: -9302.25029
Kohn-Sham gap in eV: 8.62
Energy relative to the best compared isomer or geometry (same formula, charge and spin) in kJ/mol: 399.7
F_max in hartree/bohr: 0.0053

Molecular formula: C4H8N2O
Method: DFT, the ωB97M-V functional and the def2-TZVPD basis

```
! wB97M-V def2-TZVPD RIJCOSX def2/J DEFGRID3
* xyz 0 1
O -0.86012 0.54831 -1.41067
N 1.59225 -1.14533 0.93838
N -1.17882 -1.34909 0.00421
C -1.32001 0.87960 0.89216
C 1.37048 -0.14720 0.23566
C 1.88904 0.56136 -0.82296
C -0.81194 -0.00109 -0.04730
H -0.39279 -1.97810 -0.08589
H -1.43924 1.93185 0.68982
H 2.70223 0.13351 -1.38937
H -1.24185 0.61950 1.93441
H -1.58586 1.19749 -1.42369
H 1.10247 -1.26340 1.82050
H 2.09863 1.61332 -0.70806
H -1.92447 -1.60073 -0.62720
*
```

Properties
Energy in eV: -9299.83862
Structure (SMILES): C=C(N)O.C=C=N
Kohn-Sham gap (spin up / spin down) in eV: 6.92 / 6.92
Energy relative to the best compared isomer or geometry (same formula, charge and spin) in kJ/mol: 632.4
F_max in hartree/bohr: 0.1135

Molecular formula: C4H8N2O
Method: DFT, the ωB97M-V functional and the def2-TZVPD basis

```
! wB97M-V def2-TZVPD RIJCOSX def2/J DEFGRID3
* xyz 0 1
O -2.17862 -0.75413 -0.18412
N 1.26435 -0.63154 -0.28760
N 0.04413 -0.13271 0.01832
C -2.75698 0.60113 0.17742
C 2.08455 0.53315 -0.55386
C -0.85539 -0.98307 -0.23799
C 2.27109 -0.28420 0.66750
H 2.97975 -1.23785 0.73834
H -2.50058 1.43586 -0.59516
H -3.83511 0.38245 0.26278
H -2.20072 0.81912 1.08500
H 2.84642 0.68639 -1.51507
H 2.02413 0.12573 1.68698
H 1.52598 1.45077 -0.55356
H -0.71300 -2.01110 -0.70900
*
```

Properties
Energy in eV: -9301.30614
Structure (SMILES): CO/C=N/N1CC1
Kohn-Sham gap in eV: 9.95
Energy relative to the best compared isomer or geometry (same formula, charge and spin) in kJ/mol: 490.8
F_max in hartree/bohr: 0.0859

Molecular formula: C4H8N2O
Method: DFT, the ωB97M-V functional and the def2-TZVPD basis

```
! wB97M-V def2-TZVPD RIJCOSX def2/J DEFGRID3
* xyz 0 1
O 2.65439 -0.48987 -0.50681
N 1.00511 1.01095 0.02947
N 0.44014 -1.22575 -0.12375
C -0.31245 -1.76038 -1.03690
C 1.50842 -0.19085 -0.25643
C -0.43853 1.34092 0.15471
C -1.14416 0.33552 1.00192
H -0.85069 0.40095 2.04928
H -0.43745 2.38506 0.51234
H 0.38497 -1.58911 0.81577
H -0.33234 -1.36278 -2.03921
H -2.23866 0.44901 0.90269
H -1.13310 -2.35188 -0.64892
H -0.85531 1.38232 -0.86835
H 1.69675 1.74317 0.09187
*
```

Properties
Energy in eV: -9301.37866
Kohn-Sham gap (spin up / spin down) in eV: 8.95 / 6.05
Energy relative to the best compared isomer or geometry (same formula, charge and spin) in kJ/mol: 483.8
F_max in hartree/bohr: 0.0664

Molecular formula: C4H8N2O
Method: DFT, the ωB97M-V functional and the def2-TZVPD basis

```
! wB97M-V def2-TZVPD RIJCOSX def2/J DEFGRID3
* xyz 0 1
O 2.42396 -1.33221 0.35679
N 1.83488 -0.00834 -1.38605
N -0.49485 0.89058 0.01324
C 0.46453 0.00719 0.60421
C -1.82674 0.83413 0.58074
C 1.51569 -0.42828 -0.10523
C -1.56524 0.24473 -0.75108
H -1.88567 0.76976 -1.64833
H -1.98972 0.14335 1.40896
H -2.34826 1.78454 0.66755
H 2.06603 -1.71751 1.16740
H 2.05707 -0.77220 -2.01133
H 1.14129 0.62143 -1.76682
H -1.52744 -0.84120 -0.82826
H 0.34904 -0.24124 1.65587
*
```

Properties
Energy in eV: -9303.59524
Structure (SMILES): N/C(O)=C\N1CC1
Kohn-Sham gap in eV: 8.37
Energy relative to the best compared isomer or geometry (same formula, charge and spin) in kJ/mol: 270.0
F_max in hartree/bohr: 0.0063

Molecular formula: C4H8N2O
Method: DFT, the ωB97M-V functional and the def2-TZVPD basis

```
! wB97M-V def2-TZVPD RIJCOSX def2/J DEFGRID3
* xyz 0 1
O 1.10076 -0.62137 -0.04207
N -3.33727 -0.34449 -0.41714
N 1.28014 1.50224 -0.53482
C 0.46517 -1.91973 -0.17786
C -1.38938 0.82844 0.72103
C 0.52842 0.35457 -0.63163
C -2.39889 0.14169 0.06123
H 0.86445 2.42268 -0.72154
H 0.46969 -2.34542 -1.23760
H -0.55550 -1.65680 0.25913
H -1.53113 1.82740 0.73325
H -0.01209 0.25532 -1.62378
H -0.74890 0.34484 1.50649
H 1.10889 -2.53308 0.41137
H 1.87442 1.42992 0.30954
*
```

Properties
Energy in eV: -9301.88860
Kohn-Sham gap in eV: 7.99
Energy relative to the best compared isomer or geometry (same formula, charge and spin) in kJ/mol: 434.6
F_max in hartree/bohr: 0.0994

Molecular formula: C4H8N2O
Method: DFT, the ωB97M-V functional and the def2-TZVPD basis

```
! wB97M-V def2-TZVPD RIJCOSX def2/J DEFGRID3
* xyz 0 1
O 0.45210 -1.81888 0.88291
N 1.36603 -0.80743 -0.92541
N -0.82259 1.11216 0.71829
C -1.23336 -0.15422 0.07271
C -1.22706 1.09150 -0.68968
C 0.42876 -0.65561 0.11535
C 0.58058 0.70114 0.82912
H 0.85799 0.54681 1.87509
H 1.69969 -1.72536 -1.18225
H 1.27520 1.41523 0.36883
H 1.94350 -0.03456 -1.21841
H -0.48470 1.10979 -1.48460
H -0.48134 -1.90197 1.09786
H -2.13571 1.65599 -0.87910
H -2.21909 -0.53458 0.41929
*
```

Properties
Energy in eV: -9302.51077
Structure (SMILES): N[C@@]1(O)CN2C[C@H]21
Kohn-Sham gap in eV: 10.12
Energy relative to the best compared isomer or geometry (same formula, charge and spin) in kJ/mol: 374.6
F_max in hartree/bohr: 0.0235

Molecular formula: C4H8N2O
Method: DFT, the ωB97M-V functional and the def2-TZVPD basis

```
! wB97M-V def2-TZVPD RIJCOSX def2/J DEFGRID3
* xyz 0 1
O 2.64272 -2.80259 -0.34440
N 0.59304 0.79307 0.68587
N 0.20690 0.81555 -1.49037
C -0.75132 0.60537 0.45210
C -0.98901 0.48366 -0.87935
C -1.79939 0.64990 1.51386
C 1.13375 0.82209 -0.51001
H -1.72405 1.55796 2.09827
H 2.19197 0.98523 -0.60275
H 2.16659 -1.97347 -0.19190
H 2.07574 -3.46758 0.06387
H 0.50191 0.98298 -2.43704
H -2.73655 0.46539 0.99896
H -1.66025 -0.24205 2.13428
H -1.85206 0.32448 -1.49138
*
```

Properties
Energy in eV: -9305.12955
Structure (SMILES): Cc1c[nH]cn1.O
Kohn-Sham gap in eV: 9.58
Energy relative to the best compared isomer or geometry (same formula, charge and spin) in kJ/mol: 121.9
F_max in hartree/bohr: 0.0356

Molecular formula: C4H8N2O
Method: DFT, the ωB97M-V functional and the def2-TZVPD basis

```
! wB97M-V def2-TZVPD RIJCOSX def2/J DEFGRID3
* xyz 0 1
O 0.50017 1.38185 0.72967
N -1.73193 0.13971 1.78271
N -0.26597 1.32998 -1.86632
C 1.50964 -0.71159 0.31741
C -1.12561 -0.53172 0.87910
C -0.07728 0.25304 -1.23983
C 0.15487 0.08210 0.23963
H -2.57899 -0.30248 2.20862
H 2.06769 -0.54132 1.12953
H 2.07202 -0.65313 -0.54524
H -0.03751 2.13514 0.29686
H -0.24814 1.35504 -2.82625
H -0.00727 -0.69670 -1.83405
H 1.36142 -1.87547 0.29673
H -1.59313 -1.36445 0.43144
*
```

Properties
Energy in eV: -9303.13000
Structure (SMILES): [H]/N=C/C(C)(O)/C=N/[H]
Kohn-Sham gap in eV: 10.62
Energy relative to the best compared isomer or geometry (same formula, charge and spin) in kJ/mol: 314.9
F_max in hartree/bohr: 0.1161